# 1
The following is a DFT calculation (ωB97M-V/def2-TZVPD) of C10H25NO4Zn as an isolated structure in a non-equilibrium geometry.

Output
- M: 288.70 g/mol
- Net charge: -1
- ⟨S²⟩: 0.750
- Spin multiplicity: 2
- F_max: 0.0593 Eh/bohr
- Frontier orbital gap (alpha / beta): 2.41 / 7.51 eV
- E_HOMO (alpha / beta): 0.274 / -4.722 eV

The geometry in XYZ format:
```
41
Properties=species:S:1:pos:R:3:forces:R:3
H -1.987 2.264 -1.373 0.07 -0.02 0.05
H -1.098 -4.359 1.427 -0.33 0.56 -0.09
H 3.088 2.338 1.559 -0.46 0.01 -0.26
C 1.025 1.822 2.384 0.71 0.17 -1.07
H 1.089 -3.189 1.415 0.44 -0.20 0.27
H 1.390 -0.104 -3.172 -0.08 -0.55 0.08
H 3.586 0.686 -1.026 0.10 0.21 -0.04
H -2.465 1.290 2.285 0.27 0.33 -0.36
H 2.914 -0.368 0.226 -0.13 0.02 -0.09
C 2.879 -0.121 -0.835 0.78 -0.27 0.15
H 0.649 1.228 3.218 0.19 -0.74 0.26
H -1.082 -4.453 -0.382 -0.14 0.54 0.03
H 2.912 0.755 2.357 0.20 -0.13 -0.30
H -3.711 1.543 -0.003 0.21 0.37 0.18
H -2.869 1.231 -2.496 -0.27 0.19 -0.17
H 3.001 2.197 3.294 -0.10 0.19 0.27
C -3.119 0.730 -0.423 0.04 0.10 -0.70
H 0.145 -5.160 0.602 0.12 -0.56 -0.08
C -2.280 1.235 -1.579 -0.04 0.75 -0.59
H 0.788 2.826 2.736 -0.43 0.71 -0.35
H -1.802 -0.305 2.453 -0.14 -0.22 -0.31
C -0.124 1.314 -2.639 2.19 0.70 0.92
O -2.195 0.212 0.488 -1.47 -0.51 2.62
H 1.157 -3.350 -0.358 0.53 -0.03 -0.23
C -0.496 -4.282 0.522 0.74 -1.10 0.36
H 2.108 1.382 -2.831 -0.08 0.62 0.35
H -1.280 -0.122 -2.644 -0.55 -1.83 0.14
H 3.189 -0.994 -1.410 0.01 -0.19 -0.13
N -1.033 0.470 -1.865 -0.84 1.59 -0.13
O 1.587 0.256 -1.139 -1.37 1.09 -1.29
O 0.440 1.502 1.165 -0.06 0.14 0.27
H -3.559 -0.012 2.225 -0.15 -0.66 -0.86
Zn -0.200 0.067 -0.059 1.09 -1.40 1.49
H -0.094 2.359 -2.329 -0.33 -0.08 0.45
C -2.554 0.270 1.911 0.87 0.61 -0.27
C 0.509 -3.142 0.494 -1.46 1.63 -0.36
C 2.593 1.798 2.366 -0.60 -0.81 0.60
H -3.869 0.027 -0.785 0.22 -0.69 0.24
C 1.311 0.729 -2.474 0.10 -0.77 -0.77
H -0.442 1.324 -3.681 0.26 -0.14 -0.37
O -0.100 -1.892 0.378 -0.09 0.37 0.07
```
Forces are in eV/Å.

natural (NBO) population analysis, charges in e, atoms 1 to 8:
1 H 0.19
2 H 0.19
3 H 0.19
4 C -0.02
5 H 0.12
6 H 0.17
7 H 0.16
8 H 0.18

# 2
The following is a DFT calculation (ωB97M-V/def2-TZVPD) of C8H19MnNO4S3 as an isolated structure in a non-equilibrium geometry.

Output
- M: 344.38 g/mol
- ⟨S²⟩: 8.765
- Spin multiplicity: 6
- F_max: 0.0860 Eh/bohr
- Frontier orbital gap (alpha / beta): 7.78 / 7.83 eV
- E_HOMO (alpha / beta): -7.764 / -8.962 eV

The geometry in XYZ format:
```
36
Properties=species:S:1:pos:R:3:forces:R:3
Mn -0.871 -0.012 0.698 2.39 0.08 -0.07
C -2.545 -0.062 -0.778 -3.07 0.02 2.10
H 1.697 -2.725 0.944 -0.35 0.02 -0.02
H 1.490 1.269 -2.766 0.00 0.07 0.15
O 0.396 1.206 3.891 -0.12 -0.66 -0.44
H 1.631 -1.098 -2.738 0.00 -0.08 0.13
O 0.397 -1.264 3.874 -0.07 0.53 -0.36
C 0.245 2.495 -1.542 -0.11 0.31 0.13
H -3.184 0.896 1.087 0.33 -0.47 -0.05
H 2.049 -1.065 -1.020 -0.20 -0.06 -0.01
H -0.553 2.526 -2.294 0.19 0.12 0.04
N 0.347 0.028 -1.481 -0.01 0.03 -0.20
C 0.725 -3.199 1.115 -0.07 -0.40 0.07
S -0.608 2.671 0.055 0.30 -0.47 0.08
O -1.358 -0.026 2.605 1.07 0.00 1.60
H 0.393 -2.947 2.130 0.07 -0.01 -0.25
H -2.645 0.869 -1.359 0.46 -0.44 0.39
S 0.124 -0.026 3.173 -0.70 0.16 -1.38
H 0.885 4.243 0.956 0.24 -0.23 0.23
H 0.776 -4.283 0.974 0.27 0.20 0.26
C 1.099 1.260 -1.734 -0.07 -0.19 0.10
C 1.207 -1.134 -1.720 -0.02 0.21 0.18
H 0.498 2.950 2.159 0.05 -0.01 -0.26
H 0.879 3.380 -1.644 -0.18 -0.01 -0.24
S -0.538 -2.648 -0.060 0.26 0.38 0.19
C 0.461 -2.441 -1.561 -0.13 -0.29 -0.02
C 0.774 3.165 1.120 -0.09 0.37 0.02
H -0.481 -0.013 -2.091 0.58 0.03 0.11
H -2.633 -1.009 -1.336 0.47 0.49 0.37
H 1.966 1.260 -1.061 -0.21 0.04 -0.03
H 1.702 2.628 0.892 -0.35 0.00 0.01
H -3.175 -0.993 1.097 0.35 0.48 -0.03
O 0.809 -0.013 1.755 0.74 -0.03 1.32
H 1.186 -3.258 -1.560 -0.18 -0.05 -0.23
C -2.902 -0.050 0.609 -2.02 -0.08 -3.93
H -0.241 -2.580 -2.391 0.18 -0.07 0.04
```
Forces are in eV/Å.

natural (NBO) population analysis, charges in e, atoms 1 to 8:
1 Mn 1.26
2 C -0.51
3 H 0.24
4 H 0.19
5 O -0.97
6 H 0.19
7 O -0.97
8 C -0.53